[1]
Computed, not measured: a 2-piece molecular cluster, C2H3FS2 overall, with the ωB97M-V functional and the def2-TZVPD basis.

Geometry as XYZ:
```
8
Properties=species:S:1:pos:R:3:forces:R:3:nbo_charge:R:1
F -1.486 0.599 0.550 -0.4 -0.5 -0.3 -0.311
C -1.967 -0.608 0.247 -0.3 -0.9 0.3 0.103
S -3.010 -0.948 -0.922 0.5 0.5 0.3 0.028
H -1.606 -1.409 0.940 0.0 1.0 -0.4 0.178
C 2.097 0.622 -0.317 -1.5 -0.1 1.4 -0.446
S 1.488 0.210 1.154 1.2 0.2 -1.4 0.057
H 3.008 0.218 -0.751 0.0 0.1 0.1 0.196
H 1.476 1.316 -0.901 0.6 -0.2 -0.1 0.194
```
Forces are in eV/Å.

For the HOMO-LUMO gap, the calculation gives 8.33 eV. The SMILES is FC=S.C=S. As for the charge: 0. The value obtained for the energy above the lowest of the compared OMol25 structures with the same formula, charge and spin is 33.3 kcal/mol.



[2]
Computed, not measured: C2H3HgLiO2 as an isolated structure, with the ωB97M-V functional and the def2-TZVPD basis.

Geometry as XYZ:
```
9
Properties=species:S:1:pos:R:3:forces:R:3:nbo_charge:R:1
H 0.811 0.173 1.266 -2.3 2.0 -2.4 0.269
O 0.821 -1.700 1.153 -2.4 -1.1 -2.6 -0.485
C 0.153 -1.249 0.191 4.9 -0.4 2.0 0.348
C -0.163 0.181 0.437 1.0 -1.0 4.2 -0.249
O -0.392 1.020 -0.614 -0.6 0.6 -0.1 -1.006
Hg 1.291 1.304 -1.847 1.0 0.2 -0.7 0.781
Li -1.986 1.660 -0.956 -0.2 0.1 0.0 0.986
H 0.427 -1.576 -0.838 -1.2 -0.7 0.1 0.146
H -0.962 0.188 1.208 -0.1 0.3 -0.5 0.211
```
Forces are in eV/Å.

For the HOMO-LUMO gap (spin up / spin down), the calculation gives 8.76 / 6.75 eV. Its spin multiplicity is 2. As for the charge: +1. The value obtained for the energy above the lowest of the compared OMol25 structures with the same formula, charge and spin is 19.6 kcal/mol.



What did the second record say?
Computed, not measured: C2H3HgLiO2 as an isolated structure, with the ωB97M-V functional and the def2-TZVPD basis.

Geometry as XYZ:
```
9
Properties=species:S:1:pos:R:3:forces:R:3:nbo_charge:R:1
H 0.811 0.173 1.266 -2.3 2.0 -2.4 0.269
O 0.821 -1.700 1.153 -2.4 -1.1 -2.6 -0.485
C 0.153 -1.249 0.191 4.9 -0.4 2.0 0.348
C -0.163 0.181 0.437 1.0 -1.0 4.2 -0.249
O -0.392 1.020 -0.614 -0.6 0.6 -0.1 -1.006
Hg 1.291 1.304 -1.847 1.0 0.2 -0.7 0.781
Li -1.986 1.660 -0.956 -0.2 0.1 0.0 0.986
H 0.427 -1.576 -0.838 -1.2 -0.7 0.1 0.146
H -0.962 0.188 1.208 -0.1 0.3 -0.5 0.211
```
Forces are in eV/Å.

For the HOMO-LUMO gap (spin up / spin down), the calculation gives 8.76 / 6.75 eV. Its spin multiplicity is 2. As for the charge: +1. The value obtained for the energy above the lowest of the compared OMol25 structures with the same formula, charge and spin is 19.6 kcal/mol.